C40H49IN6O2SSbSr as an isolated structure at a distorted geometry. Source: the Open Molecules 2025 dataset; level of theory: the ωB97M-V functional and the def2-TZVPD basis.

Relative energy (zero: lowest compared OMol25 entry of this formula, charge and spin) = 63.57 kcal per mole
Charge = -1
Orbital gap = 7.0 eV
Electronic energy = -81623.115 eV
Maximum force = 4.13 eV/Å

Each line ends with the Löwdin charge.
Atoms and positions in Å:
1 Sr -1.4597 0.3878 -0.0867  1.32
2 O -1.3192 -1.8050 -0.6287  -0.35
3 C -2.1373 -2.4356 -1.4504  -0.40
4 C -2.0302 -3.8199 -1.7228  -0.04
5 C -2.8350 -4.4346 -2.6706  -0.10
6 C -3.7822 -3.7113 -3.4041  -0.12
7 C -3.9390 -2.3589 -3.1333  -0.05
8 C -3.1737 -1.7328 -2.1493  -0.15
9 C -3.3955 -0.3058 -1.7559  -0.15
10 N -3.7345 0.0948 -0.5754  -0.11
11 C -4.1789 -0.8979 0.4459  -0.17
12 C -3.2067 -1.0714 1.6598  -0.21
13 N -2.5132 0.1925 1.9517  -0.15
14 C -3.0244 1.0694 2.7339  -0.10
15 C -2.4807 2.4105 2.9104  -0.14
16 C -3.0486 3.2236 3.9098  -0.08
17 C -2.6295 4.5150 4.1299  -0.12
18 C -1.5884 5.0193 3.3217  -0.11
19 C -1.0112 4.2602 2.3339  -0.05
20 C -1.4326 2.9196 2.0550  -0.40
21 O -0.9213 2.2505 1.1008  -0.36
22 H -1.2818 -4.3853 -1.1744  0.11
23 H -2.7176 -5.4988 -2.8521  0.09
24 H -4.3872 -4.1957 -4.1594  0.09
25 H -4.6840 -1.7773 -3.6702  0.11
26 H -3.1935 0.4919 -2.4904  0.10
27 H -4.3758 -1.8751 0.0134  0.11
28 H -5.1206 -0.5064 0.8281  0.11
29 H -2.4525 -1.8300 1.4045  0.10
30 H -3.7968 -1.4381 2.5030  0.11
31 H -3.9292 0.8343 3.3113  0.13
32 H -3.8472 2.8037 4.5190  0.10
33 H -3.0884 5.1304 4.8943  0.09
34 H -1.2452 6.0379 3.4761  0.10
35 H -0.2212 4.6617 1.7076  0.09
36 I 2.2342 2.6691 0.7445  1.01
37 C 1.5779 1.7536 2.5174  -0.73
38 C 1.8143 2.4071 3.7269  -0.13
39 C 1.3435 1.8184 4.8876  -0.07
40 C 0.6731 0.6070 4.8107  -0.07
41 C 0.5138 0.0262 3.5662  -0.15
42 N 0.9517 0.5836 2.4301  0.03
43 H 2.3466 3.3495 3.7429  0.09
44 H 1.5005 2.3039 5.8463  0.11
45 H 0.2857 0.1179 5.6970  0.10
46 H 0.0134 -0.9324 3.4603  0.11
47 N -4.2528 7.4621 2.0882  0.15
48 C -3.9972 6.5461 1.4405  -0.17
49 C -3.6835 5.3847 0.6115  -0.23
50 C -2.5432 5.3735 -0.1728  -0.02
51 C -2.2656 4.2390 -0.9133  -0.12
52 N -3.0439 3.1526 -0.9218  0.10
53 C -4.1535 3.1897 -0.1746  -0.12
54 C -4.5127 4.2785 0.6095  -0.02
55 H -1.8747 6.2247 -0.1905  0.12
56 H -1.3672 4.1741 -1.5200  0.09
57 H -4.7649 2.2936 -0.1895  0.09
58 H -5.4053 4.2553 1.2197  0.12
59 S 0.1153 1.7343 -2.1076  0.37
60 C -0.9736 1.6049 -3.3923  -0.92
61 N -1.7610 1.4850 -4.2473  0.01
62 C 5.6802 -1.4428 -1.7569  -0.12
63 C 4.6047 -0.5221 -1.1754  -0.72
64 C 5.0347 -0.1143 0.2378  -0.16
65 C 4.5148 0.7399 -2.0424  -0.15
66 Sb 2.5351 -1.2510 -1.0230  1.59
67 C 2.1421 -2.1792 -2.9800  -0.70
68 C 1.7714 -1.0115 -3.9015  -0.15
69 C 3.2521 -3.0092 -3.6245  -0.12
70 C 0.8950 -3.0522 -2.8072  -0.14
71 C 2.7040 -2.9100 0.4228  -0.71
72 C 3.8860 -3.8620 0.2734  -0.12
73 C 2.7546 -2.2259 1.7950  -0.15
74 C 1.3886 -3.7042 0.3665  -0.14
75 H 6.6690 -0.9761 -1.5993  0.08
76 H 5.5650 -1.5868 -2.8280  0.05
77 H 5.7053 -2.4268 -1.2881  0.06
78 H 5.9518 0.4955 0.1731  0.08
79 H 5.2663 -0.9846 0.8574  0.06
80 H 4.2773 0.4863 0.7556  0.01
81 H 5.4925 1.2527 -2.0518  0.08
82 H 3.7681 1.4470 -1.6651  0.02
83 H 4.2551 0.5085 -3.0795  0.06
84 H 2.5893 -0.2977 -4.0315  0.06
85 H 0.9116 -0.4499 -3.5278  0.02
86 H 1.5106 -1.4083 -4.8971  0.09
87 H 4.0343 -2.3827 -4.0516  0.06
88 H 2.8191 -3.5929 -4.4545  0.08
89 H 3.7199 -3.7169 -2.9350  0.06
90 H 0.1303 -2.5744 -2.1829  0.04
91 H 1.1337 -4.0229 -2.3704  0.06
92 H 0.4441 -3.2379 -3.7958  0.10
93 H 4.8391 -3.3654 0.4690  0.06
94 H 3.9344 -4.3173 -0.7201  0.06
95 H 3.7914 -4.6819 1.0064  0.08
96 H 3.6601 -1.6374 1.9481  0.05
97 H 2.7180 -2.9949 2.5856  0.08
98 H 1.9033 -1.5528 1.9382  0.03
99 H 1.3701 -4.4050 -0.4679  0.06
100 H 0.5002 -3.0637 0.2798  0.05
101 H 1.2887 -4.2946 1.2930  0.08